{"formula": "C3H13NO3", "method": "wB97M-V/def2-TZVPD", "species": ["C", "C", "C", "N", "H", "H", "H", "H", "H", "H", "H", "H", "H", "O", "H", "H", "O", "H", "H", "O"], "xyz": [[0.31882, -0.08801, 2.33569], [1.27241, 0.00795, 1.16577], [0.99915, -0.17589, -0.12393], [1.91930, -0.19421, -1.14644], [-0.08423, 0.87223, 2.66560], [-0.45227, -0.83620, 2.14742], [0.91648, -0.43465, 3.18199], [2.28955, 0.23574, 1.46433], [-0.03247, -0.32241, -0.43541], [2.87970, -0.21182, -0.86654], [1.64265, -0.31258, -2.09855], [1.36227, 2.24493, -0.58227], [0.59755, 3.46909, -1.10837], [0.94393, 2.61109, -1.37062], [-2.30139, -3.09838, 0.08988], [-1.49157, -2.30357, -0.90543], [-2.41831, -2.53308, -0.69884], [-3.18793, 0.67839, -0.67240], [-2.60220, -0.27966, -1.62356], [-2.57144, 0.67106, -1.41833]], "nbo_charge": [-0.67, -0.37, -0.09, -0.84, 0.19, 0.21, 0.19, 0.16, 0.20, 0.37, 0.39, 0.48, 0.45, -0.95, 0.32, 0.35, -1.33, 0.45, 0.48, -0.99], "lumo_energy_ev": [3.510, 3.365], "total_charge": -1, "spin_multiplicity": 2, "gap_ha": [0.0967, 0.2935]}